1.
ORCA calculation (the ωB97M-V functional and the def2-TZVPD basis) on C9H11N2O as an isolated structure in a non-equilibrium geometry.

Output
largest force on an atom: 0.092 Eh/bohr
net charge: +1
HOMO-LUMO gap: 7.8 eV

Last column: Löwdin charge in e.
Positions of all 23 atoms, in Å:
C  -2.322961  -0.397087  0.866061  -0.064
C  -1.278720  -1.235597  1.455667  -0.049
C  -2.029443  0.596386  0.029385  -0.069
C  -0.017738  -1.398508  0.906201  -0.048
C  1.137314  2.109167  0.433234  0.003
C  1.957371  -0.167007  -0.115603  -0.379
C  -0.674493  0.812829  -0.591066  -0.129
C  0.473136  -0.726217  -0.282762  -0.243
C  0.391614  -1.502864  -1.588871  -0.017
N  2.045513  1.109685  0.452841  0.172
N  -0.089044  1.961790  -0.003409  0.113
O  2.856269  -0.904713  -0.335594  0.186
H  -3.331283  -0.458689  1.417332  0.148
H  -1.543166  -1.900106  2.308662  0.122
H  -2.721612  1.217788  -0.439757  0.093
H  0.668490  -2.027423  1.497805  0.135
H  1.595953  3.044251  0.540316  0.156
H  -0.746560  0.805104  -1.708006  0.151
H  -0.468756  -1.118233  -2.226156  0.107
H  0.275626  -2.609205  -1.458594  0.114
H  1.412382  -1.373639  -1.994823  0.089
H  3.059571  1.346413  0.717872  0.219
H  -0.649472  2.815875  0.119262  0.191

Atoms 1-3, force components in eV/Å:
-0.94 0.52 2.00
1.93 -1.41 -0.94
1.01 -1.23 -0.60

=====

2.
ORCA calculation (the ωB97M-V functional and the def2-TZVPD basis) on C9H11N2OPS in the gas phase in a non-equilibrium geometry.

Output
structure (SMILES): CN1C(=S)Nc2ccccc2[P@]1(C)=O
largest force on an atom: 0.091 Eh/bohr
HOMO-LUMO gap: 8.7 eV

Last column: Löwdin charge in e.
Positions of all 25 atoms, in Å:
C  2.584860  0.555144  2.248679  -0.094
C  3.116664  0.429508  0.963842  -0.074
C  1.237440  0.650621  2.415948  -0.034
C  2.271514  0.381607  -0.158687  -0.051
C  0.377221  0.404802  1.332241  -0.244
C  0.919127  0.175437  0.108020  -0.208
C  -1.992114  0.205328  0.802398  -0.899
C  -2.786648  -0.077641  -1.545921  -0.074
C  -0.047558  -1.529863  -2.180069  -0.111
N  -0.984393  0.431427  1.656360  0.028
N  -1.722858  0.150761  -0.505147  -0.197
O  -0.052108  1.323791  -2.112910  -0.264
P  -0.202873  0.143879  -1.322429  0.646
S  -3.503149  0.052210  1.482546  0.617
H  3.202873  0.679019  3.162591  0.121
H  4.208931  0.496277  0.866243  0.109
H  0.685132  0.751587  3.453517  0.154
H  2.699207  0.054389  -1.051664  0.092
H  -2.227742  -0.625273  -2.316465  0.046
H  -3.469601  -0.814124  -1.084553  0.061
H  -3.346877  0.835505  -1.770649  0.101
H  -0.687898  -1.645444  -3.051562  0.052
H  0.974455  -1.465009  -2.600852  0.061
H  -0.049683  -2.240569  -1.462782  0.009
H  -1.203920  0.676632  2.671304  0.154

Atoms 1-3, force components in eV/Å:
0.58 0.72 0.98
0.56 0.86 -0.55
-2.09 -0.57 1.86

=====

3.
ORCA calculation (the ωB97M-V functional and the def2-TZVPD basis) on C9H11N3 in the gas phase in a non-equilibrium geometry.

Output
structure (SMILES): C/N=N/N(C)C1=C=CC=CC=C1
largest force on an atom: 0.074 Eh/bohr
HOMO-LUMO gap: 8.5 eV

Last column: Löwdin charge in e.
Positions of all 23 atoms, in Å:
C  -0.621339  -1.390313  2.452771  -0.059
C  -1.381585  -2.256776  1.731271  -0.109
C  0.630477  -0.734087  1.907913  -0.053
C  0.834653  -0.297814  0.679183  -0.058
C  -1.056313  -2.616658  0.350729  -0.093
C  -0.793889  -1.515265  -0.307402  0.038
C  -0.224775  -0.311003  -0.329430  -0.290
C  2.616006  2.269074  -1.579548  -0.124
C  -2.013058  0.860319  -1.298085  -0.035
N  0.456551  1.680895  -1.490220  0.081
N  1.597468  1.338421  -1.110678  -0.119
N  -0.591058  0.759855  -1.085315  -0.146
H  -0.845591  -1.156745  3.460703  0.079
H  -2.284180  -2.715227  2.229261  0.114
H  1.293567  -0.387707  2.632320  0.078
H  1.816443  0.068623  0.348579  0.090
H  -1.273398  -3.640547  0.096806  0.097
H  3.123194  2.539488  -0.608103  0.080
H  3.482179  1.699722  -2.038635  0.086
H  2.272746  3.177890  -2.132264  0.079
H  -2.303954  1.487737  -2.125583  0.080
H  -2.364171  1.239970  -0.262024  0.128
H  -2.369972  -0.099852  -1.522249  0.054

Atoms 1-3, force components in eV/Å:
1.57 0.42 -2.22
-0.93 -0.30 1.44
-3.46 -1.03 1.24

=====

4.
ORCA calculation (the ωB97M-V functional and the def2-TZVPD basis) on C9H11N3 as an isolated structure in a non-equilibrium geometry.

Output
largest force on an atom: 0.118 Eh/bohr
HOMO-LUMO gap: 8.9 eV

Last column: Löwdin charge in e.
Positions of all 23 atoms, in Å:
C  -1.884928  0.738995  -0.476885  -0.543
C  -2.949226  -0.955891  0.301548  -0.235
C  -1.458808  -1.350854  0.502922  -0.110
C  0.574587  -0.117680  -0.234936  -0.286
C  1.424530  -0.724425  -1.157251  -0.029
C  2.809216  -0.671648  -0.957265  -0.064
C  3.370299  0.063403  0.163166  -0.113
C  2.515055  0.854187  0.777764  -0.146
C  1.091241  0.705956  0.710116  -0.051
H  -0.743162  2.578960  -0.026762  0.237
H  -2.502482  2.469155  -0.552327  0.100
H  -3.498887  -1.765985  -0.339807  0.138
H  -3.296452  -1.070447  1.360630  0.111
H  -1.232489  -2.364006  0.231184  0.102
H  -1.063117  -1.346360  1.483924  0.092
H  0.929839  -1.041163  -2.205388  0.165
H  3.504681  -1.200314  -1.542558  0.077
H  4.521001  0.100452  0.407064  0.144
H  2.845925  1.667886  1.560520  0.137
H  0.528737  1.346132  1.465001  0.129
N  -1.605877  2.002939  -0.929462  0.080
N  -3.022124  0.348630  -0.173757  0.062
N  -0.857569  -0.267932  -0.367447  0.002

Atoms 1-3, force components in eV/Å:
3.67 -1.61 0.44
-0.52 -4.24 1.83
-0.22 1.29 -2.51

=====

5.
ORCA calculation (the ωB97M-V functional and the def2-TZVPD basis) on an isolated ion of composition C9H11N3 and charge +2 in a non-equilibrium geometry.

Output
structure (SMILES): NC1=c2ccccc2=C[NH2+]C=[NH+]1
largest force on an atom: 0.098 Eh/bohr
net charge: +2
HOMO-LUMO gap (spin up / spin down): 6.7 / 6.5 eV

Last column: Löwdin charge in e.
Positions of all 23 atoms, in Å:
C  -2.667481  0.870689  0.003839  0.012
C  -2.974649  -0.407667  -0.361237  -0.018
C  -1.368135  1.274822  0.195339  0.016
C  -2.029224  -1.375440  -0.205717  0.053
C  -0.240401  0.480474  0.155069  -0.038
C  -0.606054  -0.994773  -0.005645  -0.121
C  1.014960  1.093236  -0.003026  -0.247
C  0.161988  -1.992319  0.340185  0.117
C  2.478549  -0.691535  -0.435615  0.007
N  2.124483  0.594081  -0.582081  0.161
N  1.053887  2.380001  0.288056  0.244
N  1.661618  -1.468598  0.470509  0.080
H  -3.382480  1.673514  -0.102143  0.145
H  -4.043434  -0.772176  -0.521547  0.173
H  -1.151326  2.320816  0.240274  0.116
H  -2.152855  -2.454408  -0.386840  0.148
H  0.366656  -3.079567  0.418626  0.170
H  2.990795  -1.173829  -1.178936  0.131
H  2.825237  1.150941  -1.119697  0.227
H  0.256018  2.829777  0.667911  0.116
H  1.811823  2.966263  0.199913  0.127
H  1.756711  -0.845722  1.294092  0.196
H  2.113315  -2.378586  0.628681  0.184

Atoms 1-3, force components in eV/Å:
0.02 1.88 -0.75
-2.48 -2.96 0.82
0.79 0.71 0.22

=====

6.
ORCA calculation (the ωB97M-V functional and the def2-TZVPD basis) on an isolated ion of composition C9H11N3O9P and charge -3 in a non-equilibrium geometry.

Output
structure (SMILES): Nc1c(C(=O)[O-])cnn1[C@@H]1O[C@H](COP(=O)([O-])[O-])[C@@H](O)[C@H]1O
largest force on an atom: 0.073 Eh/bohr
net charge: -3
HOMO-LUMO gap: 5.8 eV

Last column: Löwdin charge in e.
Positions of all 33 atoms, in Å:
O  5.758645  -1.359229  2.439367  -0.119
O  -4.291241  0.476730  -1.899859  -0.322
O  5.840769  -1.238015  0.209454  -0.091
O  -5.048205  -0.320739  0.222243  -0.389
O  -6.213804  1.534258  -0.820167  -0.430
N  1.779555  -0.185908  2.079881  0.054
O  -2.128771  -0.564179  -1.935069  -0.107
O  0.161726  -1.166268  -1.937337  -0.088
O  -0.321873  1.302360  0.507953  -0.045
O  -3.956217  1.987668  0.129084  -0.216
C  5.251339  -1.100530  1.301308  -0.719
C  2.975715  -0.658748  2.363591  -0.135
C  3.873571  -0.626245  1.273308  -0.129
C  3.086773  -0.163197  0.233456  -0.274
N  3.559440  -0.229051  -1.041794  0.133
N  1.834974  0.120605  0.751105  -0.030
C  -2.816105  1.429086  0.811080  -0.182
C  -1.620877  -0.361845  -0.592916  -0.246
C  -0.149626  -0.804908  -0.577148  -0.238
C  0.638821  0.419833  -0.091859  -0.194
C  -1.607408  1.078527  -0.095868  -0.228
P  -4.898600  0.893168  -0.595553  -0.117
H  -3.068081  -0.113982  -1.975287  -0.015
H  -0.722632  -0.996910  -2.396908  0.059
H  3.188526  -1.030916  3.368179  0.100
H  4.437906  -0.736203  -1.102044  0.064
H  2.840062  -0.319640  -1.769315  0.086
H  -3.016232  0.565389  1.421317  0.099
H  -2.491680  2.208845  1.514522  0.110
H  -2.183909  -1.037825  0.048988  0.148
H  -0.032007  -1.649114  0.122748  0.151
H  1.018212  0.971736  -0.991709  0.164
H  -1.678766  1.675245  -0.974752  0.147

Atoms 1-3, force components in eV/Å:
-0.45 0.19 -0.57
2.17 0.34 -2.69
0.41 -0.02 -1.33